Density functional theory data (the ωB97M-V functional and the def2-TZVPD basis) for a 4-piece molecular cluster, C59H39N2O7 overall in a non-equilibrium geometry.

Geometry as XYZ:
```
107
C59H39N2O7 (the ωB97M-V functional and the def2-TZVPD basis)
O -2.495 -2.793 0.399
C -1.494 -1.914 0.712
C -1.702 -0.905 1.645
C -0.676 -0.052 1.943
C 0.556 -0.185 1.340
C 1.678 0.739 1.723
C 2.840 -0.002 2.382
C 4.117 0.481 2.204
C 5.174 -0.198 2.761
C 4.922 -1.341 3.480
C 3.657 -1.811 3.680
C 2.594 -1.129 3.126
N 0.724 -1.146 0.427
C 2.009 -1.355 -0.279
C 2.523 -2.617 -0.167
C 3.705 -2.931 -0.824
C 4.271 -1.877 -1.507
C 3.655 -0.646 -1.493
N 2.500 -0.288 -0.922
C -0.278 -1.993 0.123
H -2.292 -3.609 0.879
H -2.670 -0.795 2.123
H -0.784 0.753 2.657
H 1.287 1.481 2.427
H 2.014 1.313 0.855
H 4.222 1.390 1.619
H 6.175 0.180 2.590
H 5.773 -1.879 3.887
H 3.423 -2.700 4.258
H 1.571 -1.474 3.251
H 2.012 -3.365 0.429
H 4.150 -3.917 -0.786
H 5.200 -2.008 -2.049
H 4.170 0.161 -2.015
H -0.091 -2.773 -0.605
C -0.834 2.062 -1.709
C 0.008 0.970 -1.903
C 0.513 0.699 -3.163
C 0.173 1.510 -4.236
C -0.690 2.592 -4.046
C -1.183 2.871 -2.777
C -1.103 3.444 -5.197
O -1.849 4.386 -5.032
C -0.586 3.106 -6.551
C -1.003 3.854 -7.645
C -0.519 3.559 -8.909
C 0.390 2.521 -9.085
C 0.806 1.769 -7.999
C 0.314 2.051 -6.731
C 0.742 1.214 -5.580
O 1.534 0.305 -5.727
H -1.223 2.280 -0.721
H 0.262 0.347 -1.085
H 1.172 -0.145 -3.317
H -1.842 3.717 -2.622
H -1.707 4.663 -7.509
H -0.849 4.139 -9.761
H 0.771 2.297 -10.073
H 1.509 0.959 -8.137
C -5.536 7.256 2.928
C -4.693 6.166 2.736
C -4.183 5.895 1.478
C -4.522 6.705 0.401
C -5.386 7.785 0.590
C -5.882 8.063 1.857
C -5.801 8.638 -0.559
O -6.548 9.579 -0.393
C -5.283 8.303 -1.913
C -5.701 9.051 -3.005
C -5.217 8.760 -4.270
C -4.306 7.724 -4.448
C -3.889 6.970 -3.363
C -4.382 7.250 -2.094
C -3.953 6.412 -0.943
O -3.158 5.503 -1.095
H -5.926 7.472 3.914
H -4.433 5.530 3.573
H -3.524 5.051 1.329
H -6.542 8.908 2.004
H -6.407 9.859 -2.867
H -5.549 9.341 -5.121
H -3.924 7.501 -5.435
H -3.183 6.162 -3.508
C 1.029 -6.575 1.260
C 0.536 -7.866 1.090
C 0.697 -8.807 2.093
C 1.361 -8.466 3.266
C 1.874 -7.179 3.427
C 1.696 -6.232 2.425
C 2.631 -6.809 4.657
O 3.070 -5.684 4.791
C 2.838 -7.844 5.701
C 3.588 -7.535 6.829
C 3.778 -8.488 7.816
C 3.211 -9.752 7.685
C 2.466 -10.068 6.561
C 2.285 -9.120 5.561
C 1.511 -9.485 4.344
O 1.018 -10.585 4.223
H 0.894 -5.839 0.476
H 0.025 -8.136 0.175
H 0.311 -9.809 1.965
H 2.085 -5.230 2.556
H 4.027 -6.552 6.933
H 4.367 -8.247 8.691
H 3.355 -10.492 8.461
H 2.030 -11.052 6.457
```

## Properties
multiplicity = 1
charge = +1
DFT total energy = -2907.75833 Eh

=====

Density functional theory data (the ωB97M-V functional and the def2-TZVPD basis) for C59H44BCl2F15GeNO4P2S2Ti as an isolated structure in a non-equilibrium geometry.

Geometry as XYZ:
```
132
C59H44BCl2F15GeNO4P2S2Ti (the ωB97M-V functional and the def2-TZVPD basis)
Ti 0.726 -0.304 -0.232
C 2.485 6.719 -2.252
S 2.788 5.065 -1.594
C 1.929 4.100 -2.873
C 2.436 2.658 -2.859
C 2.104 1.900 -1.573
N 0.772 1.207 -1.538
P -0.679 1.967 -1.575
C -1.297 2.609 -3.136
C -2.484 3.338 -3.070
C -3.062 3.820 -4.232
C -2.456 3.574 -5.459
C -1.284 2.834 -5.525
C -0.702 2.349 -4.362
C -1.857 0.630 -1.288
C -2.189 -0.179 -2.386
C -3.081 -1.218 -2.229
C -3.660 -1.458 -0.985
C -3.380 -0.633 0.090
C -2.486 0.415 -0.059
P 1.237 1.594 1.978
C 2.586 2.804 2.212
C 2.415 3.892 3.066
C 3.407 4.856 3.184
C 4.577 4.746 2.447
C 4.758 3.664 1.597
C 3.767 2.700 1.476
C 0.480 1.482 3.618
C 1.243 1.394 4.784
C 0.623 1.222 6.009
C -0.765 1.142 6.082
C -1.532 1.245 4.932
C -0.908 1.418 3.701
H 2.795 7.434 -1.491
H 1.423 6.860 -2.455
H 3.063 6.892 -3.158
H 2.135 4.570 -3.835
H 0.854 4.166 -2.693
H 3.522 2.690 -2.957
H 2.055 2.093 -3.711
H 2.168 2.601 -0.736
H 2.850 1.127 -1.421
H -2.972 3.516 -2.114
H -3.984 4.383 -4.183
H -2.903 3.958 -6.367
H -0.821 2.631 -6.482
H 0.200 1.754 -4.417
H -1.744 0.003 -3.355
H -3.320 -1.851 -3.074
H -4.335 -2.295 -0.858
H -3.860 -0.798 1.045
H -2.292 1.084 0.769
H 1.514 3.977 3.662
H 3.265 5.691 3.859
H 5.347 5.501 2.536
H 5.673 3.565 1.027
H 3.927 1.864 0.803
H 2.325 1.462 4.733
H 1.219 1.148 6.909
H -1.246 1.002 7.041
H -2.612 1.190 4.990
H -1.501 1.509 2.799
Cl 2.279 -3.281 5.973
C 1.542 -2.608 4.557
C 0.276 -3.021 4.183
C -0.309 -2.487 3.045
Cl -1.904 -2.989 2.601
C 0.371 -1.558 2.276
O -0.167 -1.046 1.124
C 1.628 -1.122 2.688
C 2.278 -0.019 1.907
O 2.311 -0.339 0.490
C 2.221 -1.653 3.817
H -0.262 -3.751 4.773
H 3.287 0.176 2.261
H 3.203 -1.321 4.132
F 0.446 -4.466 -3.990
C 1.783 -4.606 -4.006
C 2.514 -4.431 -2.840
C 3.882 -4.624 -2.940
F 4.682 -4.523 -1.872
C 4.496 -4.946 -4.136
F 5.814 -5.114 -4.202
C 3.731 -5.094 -5.276
F 4.312 -5.400 -6.429
C 2.361 -4.930 -5.215
F 1.625 -5.082 -6.315
Ge 1.511 -3.826 -1.266
S 0.502 -1.970 -1.870
C 0.274 -5.256 -0.834
C 0.694 -6.576 -0.859
F 1.966 -6.881 -1.144
C -0.154 -7.623 -0.559
F 0.276 -8.881 -0.583
C -1.466 -7.353 -0.218
F -2.294 -8.348 0.075
C -1.917 -6.048 -0.175
F -3.183 -5.792 0.157
C -1.046 -5.025 -0.480
F -1.534 -3.779 -0.417
C 2.699 -3.525 0.257
C 3.764 -2.647 0.109
F 4.002 -2.066 -1.074
C 4.621 -2.337 1.142
F 5.605 -1.453 0.978
C 4.426 -2.926 2.378
F 5.228 -2.620 3.390
C 3.384 -3.813 2.567
F 3.191 -4.358 3.765
C 2.535 -4.095 1.512
F 1.519 -4.925 1.777
C 0.251 6.090 1.059
C -0.982 5.639 0.307
C -1.601 6.802 -0.440
O -0.520 4.673 -0.697
B -0.964 3.456 -0.329
O -1.751 3.404 0.773
C -2.006 4.800 1.176
C -3.462 5.066 0.843
C -1.781 4.890 2.670
H 0.933 6.575 0.360
H 0.780 5.246 1.496
H -0.006 6.800 1.847
H -0.821 7.332 -0.988
H -2.063 7.505 0.257
H -2.353 6.471 -1.155
H -3.659 4.983 -0.226
H -3.760 6.062 1.173
H -4.082 4.335 1.363
H -0.778 4.574 2.953
H -2.497 4.247 3.183
H -1.940 5.914 3.015
```

## Properties
multiplicity = 1
ΔE to the lowest compared entry with this formula, charge and spin = 0.00 kJ/mol
charge = +1
DFT total energy = -9479.11914 Eh

=====

no.,Kohn-Sham gap (eV)
1,7.00
2,7.71